# 1
This record from the Open Molecules 2025 dataset describes an isolated ion of composition C3H7NO2 and charge +1. The level of theory is the ωB97M-V functional and the def2-TZVPD basis.

Positions of all 13 atoms, in Å:
O (0.72, -0.06, 2.13)
O (0.83, -0.17, -1.80)
N (-0.20, -0.82, 0.05)
C (-0.89, 1.28, -1.08)
C (-0.03, 0.08, -0.93)
C (-0.47, -0.37, 1.43)
H (-0.89, -1.22, 1.95)
H (-0.87, 1.65, -2.10)
H (-0.66, 2.11, -0.42)
H (1.57, -0.13, 1.68)
H (-1.03, 0.55, 1.43)
H (-1.91, 0.97, -0.88)
H (0.44, -1.61, -0.03)

Summary:
E_LUMO (spin up / spin down): -4.8665 / -9.4071 eV
relative energy (zero: lowest compared OMol25 entry of this formula, charge and spin): 117.51 kJ/mol
net charge: +1
spin multiplicity: 2
HOMO level (spin up / spin down): -0.576 / -0.575 Eh

# 2
This record from the Open Molecules 2025 dataset describes one molecule with the formula C3H7NO2S. The level of theory is the ωB97M-V functional and the def2-TZVPD basis.

Positions of all 14 atoms, in Å:
S (0.75, 2.06, 1.60)
O (1.22, -1.92, 0.13)
O (-0.62, -2.09, -1.16)
N (-1.46, 0.51, -0.61)
C (0.82, 0.89, 0.21)
C (0.06, -1.44, -0.41)
C (-0.36, -0.08, 0.13)
H (0.82, 1.47, -0.71)
H (-1.95, -0.30, -1.01)
H (1.10, -2.78, 0.56)
H (-1.11, 0.98, -1.44)
H (1.81, 0.44, 0.27)
H (-0.65, -0.33, 1.16)
H (-0.43, 2.60, 1.27)

Summary:
E_LUMO: 0.4667 eV
relative energy (zero: lowest compared OMol25 entry of this formula, charge and spin): 75.11 kJ/mol
spin multiplicity: 1
structure (SMILES): N[C@H](CS)C(=O)O
HOMO level: -0.340 Eh

# 3
This record from the Open Molecules 2025 dataset describes a 2-piece molecular cluster, C3H7NO2S overall. The level of theory is the ωB97M-V functional and the def2-TZVPD basis.

Positions of all 14 atoms, in Å:
S (-1.38, -0.35, 0.24)
O (-2.63, 0.24, -0.04)
O (-1.40, -1.61, 0.94)
N (0.87, -0.49, -2.12)
C (-0.24, 1.01, 0.91)
C (1.09, 0.41, 1.33)
C (-0.24, -0.91, -1.99)
H (-0.74, 1.62, 1.63)
H (1.75, 1.15, 1.92)
H (-1.01, -1.61, -2.55)
H (1.45, -0.68, -2.91)
H (1.69, 0.00, 0.59)
H (-0.05, 1.47, -0.07)
H (0.83, -0.24, 2.12)

Summary:
E_LUMO (spin up / spin down): -0.1985 / -0.1948 eV
relative energy (zero: lowest compared OMol25 entry of this formula, charge and spin): 461.49 kJ/mol
spin multiplicity: 1
HOMO level (spin up / spin down): -0.303 / -0.303 Eh

# 4
This record from the Open Molecules 2025 dataset describes C3H7NO2S as an isolated structure. The level of theory is the ωB97M-V functional and the def2-TZVPD basis.

Positions of all 14 atoms, in Å:
S (2.99, -0.35, 0.37)
O (1.39, 1.65, -0.09)
O (0.33, -1.82, -0.41)
N (1.72, 0.35, -0.52)
C (0.18, -0.69, -0.16)
C (-0.89, 0.15, 0.36)
C (-2.24, -0.53, 0.15)
H (1.92, 2.25, -0.64)
H (-3.04, 0.07, 0.59)
H (-0.68, 0.30, 1.43)
H (-2.25, -1.51, 0.61)
H (3.85, -0.35, -0.67)
H (-0.84, 1.14, -0.11)
H (-2.44, -0.64, -0.91)

Summary:
E_LUMO: 0.7922 eV
relative energy (zero: lowest compared OMol25 entry of this formula, charge and spin): 375.37 kJ/mol
spin multiplicity: 1
HOMO level: -0.328 Eh

# 5
This record from the Open Molecules 2025 dataset describes one molecule with the formula C3H7NO2S. The level of theory is the ωB97M-V functional and the def2-TZVPD basis.

Positions of all 14 atoms, in Å:
S (0.96, 1.85, -2.08)
O (-2.20, -0.33, -0.06)
O (-2.01, -1.55, 1.82)
N (0.04, -0.81, 0.76)
C (0.77, 0.30, 0.20)
C (-1.44, -0.88, 0.66)
C (0.80, 0.20, -1.36)
H (-0.28, 0.03, -1.47)
H (0.38, 1.26, 0.46)
H (2.02, 2.24, -1.41)
H (1.82, 0.21, 0.52)
H (0.22, -1.03, 1.69)
H (-2.68, -0.96, 2.05)
H (1.60, -0.55, -1.78)

Summary:
E_LUMO: 0.6487 eV
relative energy (zero: lowest compared OMol25 entry of this formula, charge and spin): 131.96 kJ/mol
spin multiplicity: 1
structure (SMILES): O=C(O)NCCS
HOMO level: -0.340 Eh

# 6
This record from the Open Molecules 2025 dataset describes one molecule with the formula C3H7NO2S. The level of theory is the ωB97M-V functional and the def2-TZVPD basis.

Positions of all 14 atoms, in Å:
S (2.42, -0.68, 0.24)
O (-0.85, -1.92, -0.66)
O (-1.27, -1.02, 1.34)
N (-1.11, 1.48, -0.17)
C (1.18, 0.70, 0.36)
C (-0.16, 0.36, -0.25)
C (-0.78, -0.92, 0.25)
H (-1.94, 1.29, -0.71)
H (2.41, -0.89, -1.10)
H (1.07, 0.84, 1.44)
H (1.60, 1.61, -0.09)
H (-1.39, 1.54, 0.83)
H (0.08, 0.24, -1.31)
H (-1.28, -2.62, -0.17)

Summary:
E_LUMO: 0.6901 eV
relative energy (zero: lowest compared OMol25 entry of this formula, charge and spin): 44.76 kJ/mol
spin multiplicity: 1
structure (SMILES): N[C@@H](CS)C(=O)O
HOMO level: -0.347 Eh

- What is the formula in the third record?
  C3H7NO2S

- Which of these has the highest spin multiplicity?
  C3H7NO2

- Which of these has the highest spin multiplicity?
  C3H7NO2

Please write out number 1 again, unchanged.
This record from the Open Molecules 2025 dataset describes an isolated ion of composition C3H7NO2 and charge +1. The level of theory is the ωB97M-V functional and the def2-TZVPD basis.

Positions of all 13 atoms, in Å:
O (0.72, -0.06, 2.13)
O (0.83, -0.17, -1.80)
N (-0.20, -0.82, 0.05)
C (-0.89, 1.28, -1.08)
C (-0.03, 0.08, -0.93)
C (-0.47, -0.37, 1.43)
H (-0.89, -1.22, 1.95)
H (-0.87, 1.65, -2.10)
H (-0.66, 2.11, -0.42)
H (1.57, -0.13, 1.68)
H (-1.03, 0.55, 1.43)
H (-1.91, 0.97, -0.88)
H (0.44, -1.61, -0.03)

Summary:
E_LUMO (spin up / spin down): -4.8665 / -9.4071 eV
relative energy (zero: lowest compared OMol25 entry of this formula, charge and spin): 117.51 kJ/mol
net charge: +1
spin multiplicity: 2
HOMO level (spin up / spin down): -0.576 / -0.575 Eh